Entry 1:
{
  "formula": "C4H7NO2",
  "method": "ωB97M-V with the def2-TZVPD basis set",
  "smiles": "C/C(=N\\O)[C@H]1CO1",
  "relative_energy_kj_mol": 361.2,
  "fmax_ev_per_a": 0.573,
  "orbital_gap_ev": 10.44,
  "charge": 0,
  "symbols": ["O", "O", "N", "C", "C", "C", "C", "H", "H", "H", "H", "H", "H", "H"],
  "coordinates": [[2.2776, -0.3390, 1.0022], [-1.9964, 0.0903, -0.8547], [1.0585, -0.8871, 0.6438], [-1.9263, -0.2666, 0.5218], [0.4283, -0.1886, -0.2162], [-0.9435, -0.7581, -0.4367], [0.8636, 1.1216, -0.7983], [-0.0023, 1.6869, -1.1564], [1.5402, 0.9555, -1.6447], [-2.6706, -0.9400, 0.9336], [2.5660, -0.9464, 1.6954], [-1.0016, -1.7809, -0.8103], [-1.6038, 0.5499, 1.1696], [1.4105, 1.7026, -0.0491]],
  "mulliken_charge": [-0.39, -0.44, -0.52, -0.40, 0.47, 0.07, -1.05, 0.31, 0.30, 0.28, 0.37, 0.39, 0.23, 0.36]
}

***

Entry 2:
{
  "formula": "C37H47F2N2O2",
  "method": "ωB97M-V with the def2-TZVPD basis set",
  "fmax_ev_per_a": 5.301,
  "orbital_gap_ev": 7.76,
  "charge": 1,
  "symbols": ["F", "F", "O", "O", "N", "N", "C", "C", "C", "C", "C", "C", "C", "C", "C", "C", "C", "C", "C", "C", "C", "C", "C", "C", "C", "C", "C", "C", "C", "C", "C", "C", "C", "C", "C", "C", "C", "C", "C", "C", "C", "C", "C", "H", "H", "H", "H", "H", "H", "H", "H", "H", "H", "H", "H", "H", "H", "H", "H", "H", "H", "H", "H", "H", "H", "H", "H", "H", "H", "H", "H", "H", "H", "H", "H", "H", "H", "H", "H", "H", "H", "H", "H", "H", "H", "H", "H", "H", "H", "H"],
  "coordinates": [[-0.9317, 0.5064, -7.4651], [1.9115, 0.2773, -7.6470], [-2.7830, 0.1154, -5.2068], [-1.3068, 0.0152, -2.6323], [-1.4342, 0.2316, -5.0290], [0.6250, 0.2939, -4.1247], [3.0052, -1.1601, 6.5956], [-0.9178, 3.6527, -1.1678], [3.3777, -3.0150, 4.5596], [0.7018, 0.4535, -5.5344], [0.4758, 7.1290, 2.1094], [4.2232, -3.9013, 0.9270], [2.9156, -1.7386, 4.2607], [-0.3531, -2.3045, 6.5789], [2.0631, 0.6579, -6.2984], [-0.6051, 0.4107, -6.1689], [-3.0216, -1.3283, -5.3117], [2.2734, -4.1424, -0.4641], [-2.1123, 6.1209, 2.2339], [-4.9866, -3.8441, -4.1970], [-2.6126, -0.9839, 7.5147], [3.6472, -3.3661, 5.8771], [2.0843, -2.7660, -0.4369], [1.7978, 0.2843, -3.2255], [-2.0318, -1.9912, 8.2757], [-0.8998, -2.6496, 7.8088], [-0.0392, 6.6836, 3.3213], [-0.7246, 0.1731, -3.8594], [-1.5955, 6.5613, 1.0209], [-1.3347, 6.1842, 3.3840], [3.4585, -2.4389, 6.8958], [2.9653, -1.9566, 0.2719], [-2.0679, -0.6412, 6.2828], [-0.4829, 2.2924, -1.8888], [-4.4969, -1.6981, -5.6908], [3.3454, -4.7099, 0.2137], [-4.5831, -3.3012, -5.6314], [4.0319, -2.5253, 0.9571], [2.7322, -0.8100, 5.2790], [2.3781, 2.2221, -6.2321], [-0.9392, -1.3034, 5.8137], [-0.3030, 7.0692, 0.9598], [-1.7247, 1.3795, -2.2160], [2.8822, 0.0743, -5.7902], [-2.3219, 1.8395, -3.0631], [-2.3477, -1.8039, -6.0846], [-0.0116, 4.0959, -0.6592], [2.6363, -0.3399, -3.6553], [0.5310, -2.8170, 6.2156], [-4.7840, -1.4107, -6.7429], [-1.7386, 5.8433, 4.3304], [1.4844, 7.5232, 2.0615], [1.2485, -2.3228, -0.9688], [-5.1829, -3.7243, -6.4763], [3.3290, 2.4880, -6.7587], [3.4967, -5.7825, 0.1873], [4.7155, -1.8954, 1.5149], [-0.4438, -3.4321, 8.4046], [-1.7746, 3.4982, -0.4617], [-2.3889, 1.3445, -1.3117], [-3.1217, 5.7283, 2.2826], [0.0983, 7.4184, 0.0148], [3.5269, -3.7370, 3.7646], [3.6658, -2.7133, 7.9235], [5.0565, -4.3445, 1.4598], [2.8632, -0.4355, 7.3892], [2.6989, -1.4671, 3.2338], [-5.7840, -3.2064, -3.7301], [-3.4913, -0.4658, 7.8817], [-2.7963, -1.8411, -4.3266], [0.1231, 2.5817, -2.7952], [-5.2939, -4.9179, -4.3095], [-2.2011, 6.5098, 0.1230], [2.3760, 0.1871, 5.0458], [-2.4605, -2.2628, 9.2334], [1.4693, 2.7316, -6.6685], [-4.0763, -3.8156, -3.5237], [2.3829, 2.4808, -5.1340], [-3.5147, -3.6479, -5.8052], [-5.2693, -1.2131, -5.0227], [-1.1620, 4.3679, -2.0087], [0.5690, 6.7269, 4.2172], [2.1879, 1.3460, -3.1991], [2.8195, -0.8816, 0.2915], [1.5850, -4.7735, -1.0145], [4.0043, -4.3626, 6.1107], [-2.5232, 0.1425, 5.6877], [1.5256, -0.0873, -2.1988], [0.2027, 1.6737, -1.2299], [-0.5152, -1.0383, 4.8518]],
  "mulliken_charge": [-0.26, -0.32, -0.34, -0.38, 0.54, 0.46, -0.41, -1.18, -0.32, -0.10, -0.38, -0.53, -0.02, -0.18, 0.10, 0.44, -0.27, -0.55, -0.39, -0.97, -0.41, -0.46, -0.22, -0.94, -0.36, -0.48, -0.38, -0.10, -0.37, -0.40, -0.48, -0.45, -0.40, 0.17, -0.52, -0.36, -0.50, -0.36, -0.57, -1.00, -0.38, -0.38, -0.48, 0.28, 0.29, 0.27, 0.34, 0.40, 0.36, 0.29, 0.37, 0.37, 0.45, 0.41, 0.36, 0.39, 0.43, 0.38, 0.34, 0.47, 0.38, 0.38, 0.34, 0.39, 0.43, 0.38, 0.38, 0.27, 0.36, 0.17, 0.07, 0.33, 0.43, 0.39, 0.36, 0.33, 0.25, 0.26, 0.25, 0.34, 0.31, 0.37, 0.34, 0.40, 0.37, 0.38, 0.36, 0.18, 0.09, 0.39]
}

***

Entry 3:
{
  "formula": "C40H23ClIN10O7V",
  "method": "ωB97M-V with the def2-TZVPD basis set",
  "relative_energy_kj_mol": 0.0,
  "fmax_ev_per_a": 0.785,
  "orbital_gap_ev": [5.37, 6.76],
  "charge": -1,
  "multiplicity": 4,
  "symbols": ["I", "V", "Cl", "O", "O", "O", "O", "O", "O", "O", "N", "N", "N", "N", "N", "N", "N", "N", "N", "N", "C", "C", "C", "C", "C", "C", "C", "C", "C", "C", "C", "C", "C", "C", "C", "C", "C", "C", "C", "C", "C", "C", "C", "C", "C", "C", "C", "C", "C", "C", "C", "C", "C", "C", "C", "C", "C", "C", "C", "C", "H", "H", "H", "H", "H", "H", "H", "H", "H", "H", "H", "H", "H", "H", "H", "H", "H", "H", "H", "H", "H", "H", "H"],
  "coordinates": [[-4.0021, 0.9581, 1.0790], [0.5700, 0.5974, 0.3386], [-5.2189, -4.4503, -0.1719], [-1.4394, 3.5071, 0.4731], [0.0806, 1.0320, 4.0009], [3.0615, -2.3709, -0.9363], [4.2930, -3.8474, 0.8147], [4.1773, -4.1987, 3.0022], [1.7206, -0.5815, -0.8416], [-1.1730, -0.2318, 0.4157], [1.4448, -0.7706, 1.7363], [2.0902, 1.9260, 0.5746], [-0.7922, -0.4097, -2.6243], [0.1920, 1.9744, -1.2616], [-3.5729, -0.4661, -2.8341], [1.4674, -1.0198, 3.0421], [-1.4393, 7.7356, -5.0462], [-0.4480, 1.9946, 1.9452], [-0.3227, -2.8053, -0.0661], [3.8049, 4.1209, 1.0031], [3.9372, 2.9490, 1.6721], [-3.3914, -0.9596, 0.5497], [3.1080, 1.8852, 1.4705], [-0.7045, 6.7168, -3.0035], [0.6277, 4.2490, -1.8946], [-1.4480, -1.5223, -2.9229], [-2.9169, 0.6420, -2.5103], [-1.1872, 3.1156, 1.5945], [-0.4243, 4.2407, -2.7775], [-1.0428, 7.8147, -3.7776], [2.8531, -2.4636, 2.1341], [3.8216, -3.5840, 2.0224], [1.9672, 3.0850, -0.1386], [-0.4486, 1.8966, 3.2980], [-1.5091, 6.5159, -5.5746], [-1.5268, 0.6770, -2.4175], [-2.1619, -4.8631, -0.4400], [-1.4942, 3.3711, 5.2078], [2.2646, -1.6360, 1.1608], [2.2940, -2.0313, 3.3257], [-4.3575, -1.9638, 0.3882], [2.3740, -1.5379, -0.3278], [0.0679, -4.0167, -0.3657], [0.9111, 3.1105, -1.1332], [-2.6213, -3.5687, -0.1098], [-0.7752, 5.4447, -3.5624], [-0.8233, -5.0887, -0.5715], [-2.8315, -1.5493, -3.0401], [-1.6790, 3.7928, 2.8451], [-3.9866, -3.2301, 0.0514], [-2.7210, 5.2830, 4.3568], [-1.2215, 3.0365, 3.8991], [-1.1457, 3.0513, -2.9199], [-0.8010, 1.9503, -2.1685], [-2.2566, 4.5176, 5.4236], [-1.6465, -2.5549, 0.0594], [-2.4376, 4.9266, 3.0395], [-2.0333, -1.1861, 0.3548], [-1.1955, 5.3557, -4.8855], [2.8289, 4.1551, 0.1188], [2.7157, 5.0838, -0.4271], [4.7416, 2.8843, 2.3933], [2.4443, -2.3921, 4.3283], [-3.5076, 1.5264, -2.3020], [1.1386, -4.1720, -0.4629], [-2.8807, -5.6586, -0.5830], [3.9512, -3.1964, 0.1208], [-1.9685, 2.9805, -3.6175], [-1.2580, 4.3977, -5.3848], [-0.4181, 6.8500, -1.9684], [-3.3123, 6.1675, 4.5589], [-2.4960, 4.8208, 6.4353], [1.2307, 5.1372, -1.7839], [-5.4041, -1.7264, 0.5191], [0.8853, -0.3858, 3.6233], [-0.9982, 8.8114, -3.3522], [-3.3511, -2.4663, -3.2936], [-0.4400, -6.0685, -0.8233], [-2.7953, 5.5092, 2.2003], [-1.8305, 6.4610, -6.6091], [-1.1317, 2.7635, 6.0267], [3.2290, 0.9681, 2.0299], [-0.8539, -2.4172, -3.0731]],
  "lowdin_spin": [0.00, 2.19, 0.00, 0.00, 0.00, 0.01, 0.00, 0.00, 0.02, 0.03, 0.00, 0.13, 0.00, 0.05, 0.00, 0.00, 0.00, 0.01, 0.00, 0.12, 0.04, 0.01, 0.07, 0.00, 0.01, 0.00, 0.00, 0.00, 0.03, 0.00, 0.00, 0.00, 0.11, 0.00, 0.00, 0.00, 0.00, 0.00, 0.01, 0.01, 0.00, 0.01, 0.00, 0.04, 0.00, 0.00, 0.00, 0.00, 0.00, 0.01, 0.00, 0.00, 0.03, 0.02, 0.00, 0.00, 0.00, 0.00, 0.00, -0.01, 0.00, 0.00, 0.00, 0.00, 0.00, 0.00, 0.00, 0.00, 0.00, 0.00, 0.00, 0.00, 0.00, 0.00, 0.00, 0.00, 0.00, 0.00, 0.00, 0.00, 0.00, 0.00, 0.00]
}

***

Entry 4:
{
  "formula": "C7H15NO3P",
  "method": "ωB97M-V with the def2-TZVPD basis set",
  "smiles": "CO[P@]12=[N+](CCO1)C(C)(C)CO2",
  "relative_energy_kj_mol": 93.9,
  "fmax_ev_per_a": 5.527,
  "orbital_gap_ev": 10.86,
  "charge": 1,
  "symbols": ["P", "O", "O", "O", "N", "C", "C", "C", "C", "C", "C", "C", "H", "H", "H", "H", "H", "H", "H", "H", "H", "H", "H", "H", "H", "H", "H"],
  "coordinates": [[0.6445, 1.1287, -0.1671], [0.4036, 1.8387, -1.4641], [-0.2497, 1.4972, 1.0075], [2.0403, 1.2783, 0.4383], [-0.0933, -0.5563, -0.5123], [3.3568, 1.4226, -0.1396], [0.3527, -1.4123, 1.6616], [-1.2213, 0.5359, 1.3731], [-0.7635, -0.3772, -1.8037], [-2.0828, -1.7611, 0.7782], [-0.7920, -0.8452, 0.7916], [-0.4507, 1.0626, -2.3861], [0.1088, -1.8115, 2.7053], [-1.8141, -2.7211, 0.4597], [-1.8192, -0.5505, -1.8285], [-2.7205, -1.3229, 0.0762], [0.9332, -2.0938, 1.0522], [-1.5036, 1.4632, -2.3949], [3.6278, 2.4848, -0.0022], [1.0175, -0.4919, 1.7636], [-2.5154, -1.7014, 1.7490], [-1.2868, 0.6128, 2.4538], [-2.2541, 0.8670, 1.0676], [-0.2021, 0.9624, -3.4080], [4.0664, 0.6074, 0.3650], [-0.3288, -1.2687, -2.4540], [3.5461, 1.1523, -1.1823]],
  "mulliken_charge": [0.77, -0.37, -0.27, -0.20, -0.12, -0.66, -1.25, -0.66, -0.50, -1.85, 1.22, -0.40, 0.36, 0.43, 0.31, 0.50, 0.39, 0.33, 0.30, 0.22, 0.45, 0.35, 0.33, 0.40, 0.27, 0.32, 0.35]
}